No. 1
3 unconnected molecules or ions with the total composition C5H15NO2. Source: OMol25; level of theory: wB97M-V/def2-TZVPD.

```
23
C5H15NO2 | OMol25 | wB97M-V/def2-TZVPD
C 0.043 -1.405 0.904
C -0.648 -0.449 1.855
C 0.069 0.901 2.007
C 0.316 1.640 0.695
C -0.570 1.684 -0.291
N -0.384 2.238 -1.565
H -0.168 -2.472 0.945
H 1.109 -1.345 1.056
H -0.184 -1.010 -0.086
H -1.748 -0.185 1.653
H -0.726 -0.857 2.904
H -0.268 1.577 2.781
H 1.117 0.674 2.270
H 1.306 2.036 0.444
H -1.623 1.340 -0.282
H 0.411 2.830 -1.754
H -1.050 2.022 -2.277
H 0.583 -2.307 -1.619
H -0.681 -2.862 -1.100
O 0.151 -3.168 -1.483
H 0.859 0.152 -1.710
H 0.787 -0.517 -3.085
O 1.298 -0.516 -2.263
```

Kohn-Sham gap   8.96 eV
SMILES   CCC/C=C/N.O.O
HOMO level   -8.362 eV

These are the natural (NBO) partial charges, in e, on atoms 1 to 6: atom 1 (C): -0.62, atom 2 (C): -0.40, atom 3 (C): -0.42, atom 4 (C): -0.30, atom 5 (C): -0.02, atom 6 (N): -0.86

---

No. 2
A molecular structure, CH11O5. Source: OMol25; level of theory: wB97M-V/def2-TZVPD.

```
17
CH11O5 | OMol25 | wB97M-V/def2-TZVPD
C 0.543 -0.959 -1.522
O 0.018 -1.383 -0.294
H 0.226 -1.663 -2.404
H 0.257 0.047 -1.640
H 1.643 -0.879 -1.408
H -1.874 0.567 -0.523
H -0.635 1.315 0.391
O -1.620 1.349 0.103
H -1.546 -1.364 -0.915
H -2.327 -1.240 -2.347
O -2.358 -1.012 -1.482
H 0.667 -0.848 0.573
H 2.151 -0.127 1.793
O 1.236 -0.115 1.419
H 1.056 1.507 2.260
H 1.687 2.591 3.032
O 0.877 2.214 2.962
```

Total charge   -1
Kohn-Sham gap   9.09 eV
HOMO level   -5.227 eV

These are the natural (NBO) partial charges, in e, on atoms 1 to 6: atom 1 (C): -0.25, atom 2 (O): -0.87, atom 3 (H): 0.13, atom 4 (H): 0.16, atom 5 (H): 0.15, atom 6 (H): 0.51

---

No. 3
11 unconnected molecules or ions with the total composition C15H52O11. Source: OMol25; level of theory: wB97M-V/def2-TZVPD.

```
78
C15H52O11 | OMol25 | wB97M-V/def2-TZVPD
C 1.868 1.141 -1.565
C 3.285 1.642 -1.786
C 3.803 2.141 -0.474
O 4.115 0.560 -2.206
H 1.864 0.547 -0.651
H 1.400 0.570 -2.367
H 1.223 1.980 -1.304
H 3.230 2.420 -2.547
H 4.737 2.697 -0.558
H 3.931 1.303 0.211
H 3.167 2.903 -0.023
H 4.902 1.004 -2.532
C 2.659 -1.213 2.440
C 3.307 -2.109 1.358
C 3.589 -3.482 1.925
O 2.289 -2.268 0.426
H 1.705 -1.559 2.837
H 2.365 -0.250 2.021
H 3.327 -1.050 3.286
H 4.234 -1.720 0.935
H 3.989 -4.168 1.179
H 2.690 -3.887 2.390
H 4.355 -3.269 2.671
H 1.458 -2.375 0.894
C -0.732 1.473 -3.964
O 0.334 1.026 -4.765
H -1.188 2.293 -4.519
H -1.390 0.678 -3.614
H -0.391 1.929 -3.034
H 0.144 1.265 -5.675
C -4.380 0.404 -0.045
O -3.787 0.776 -1.244
H -5.460 0.365 -0.186
H -3.993 -0.476 0.468
H -4.156 1.229 0.631
H -4.203 1.553 -1.624
C 0.319 -2.123 -3.381
O 0.747 -1.981 -2.036
H -0.731 -1.885 -3.553
H 0.987 -1.616 -4.076
H 0.371 -3.144 -3.759
H 0.217 -1.337 -1.560
C -1.100 -4.086 2.488
O -0.668 -2.778 2.201
H -1.673 -4.456 1.638
H -0.235 -4.657 2.825
H -1.740 -3.952 3.360
H -1.196 -2.168 2.721
C -0.875 -0.148 4.245
O -1.950 -0.937 3.771
H -0.334 -0.699 5.014
H -0.178 0.088 3.440
H -1.114 0.773 4.776
H -2.657 -0.336 3.530
C -0.992 0.244 0.267
O -1.166 0.097 -1.123
H -1.622 -0.475 0.790
H 0.037 0.027 0.557
H -1.237 1.212 0.705
H -2.072 0.362 -1.298
C -2.871 -3.203 -1.087
O -4.059 -2.747 -1.714
H -3.076 -3.482 -0.054
H -2.502 -4.075 -1.628
H -2.068 -2.466 -1.091
H -3.860 -2.566 -2.636
C 0.843 3.311 2.706
O 2.060 4.048 2.638
H 0.686 2.958 3.725
H -0.038 3.906 2.466
H 0.980 2.509 1.980
H 1.927 4.557 1.835
C -2.336 4.180 -1.347
O -1.506 5.251 -0.823
H -1.722 3.282 -1.414
H -3.187 3.986 -0.694
H -2.703 4.413 -2.347
H -1.999 6.043 -1.046
```

Multiplicity   2
Total charge   -1
<S²>   0.75
Kohn-Sham gap (spin up / spin down)   2.14 / 9.61 eV
HOMO level (spin up / spin down)   0.390 / -7.109 eV

These are the Löwdin partial charges, in e, on atoms 1 to 6: atom 1 (C): -0.05, atom 2 (C): -0.49, atom 3 (C): -0.07, atom 4 (O): -0.04, atom 5 (H): 0.07, atom 6 (H): 0.07

---

No. 4
A single C22H26Br2F3I3O5S3 molecule. Source: OMol25; level of theory: wB97M-V/def2-TZVPD.

```
64
C22H26Br2F3I3O5S3 | OMol25 | wB97M-V/def2-TZVPD
C 1.964 -4.539 0.485
C 0.617 -4.667 1.182
C -0.087 -3.397 1.735
I -1.980 -4.210 2.401
C -0.018 -2.129 0.807
C -1.261 -1.218 0.459
S -2.006 -0.770 2.113
C -2.281 -2.041 -0.379
I -1.588 -3.756 -1.382
C -3.581 -1.732 -0.536
C -4.342 -0.557 0.025
I -4.924 -2.863 -1.673
C -0.799 0.171 -0.328
C -1.419 0.202 -1.742
C -1.254 1.451 0.440
C -2.260 2.259 -0.078
C -2.678 3.406 0.575
C -2.092 3.791 1.762
C -1.062 3.020 2.274
C -0.649 1.879 1.623
C 0.758 0.335 -0.566
C 1.110 1.773 -1.002
C 2.612 2.117 -1.092
C 3.018 3.359 -0.314
F 4.355 3.577 -0.544
Br 2.854 3.060 1.596
C 2.268 4.660 -0.828
F 1.673 4.372 -2.015
F 3.180 5.625 -1.063
Br 0.911 5.411 0.319
S 1.517 -0.737 -1.952
C 3.119 -1.258 -1.383
O 1.716 0.145 -3.077
O 0.734 -1.928 -2.166
O 1.530 0.099 0.611
S 1.326 -1.168 1.576
O 0.929 -0.675 2.854
O 2.544 -1.907 1.466
H 2.223 -5.517 0.072
H 1.955 -3.829 -0.342
H 2.757 -4.259 1.175
H -0.071 -5.204 0.533
H 0.752 -5.305 2.060
H 0.390 -3.139 2.679
H 0.442 -2.454 -0.127
H -3.042 -1.599 2.041
H -4.965 -0.879 0.864
H -3.710 0.251 0.365
H -5.028 -0.170 -0.730
H -1.108 1.091 -2.283
H -1.146 -0.676 -2.319
H -2.503 0.213 -1.697
H -2.755 2.026 -1.008
H -3.470 4.003 0.138
H -2.433 4.684 2.271
H -0.573 3.305 3.198
H 0.145 1.319 2.083
H 0.652 2.450 -0.288
H 0.663 1.971 -1.968
H 3.271 1.319 -0.764
H 2.861 2.322 -2.132
H 3.459 -0.748 -0.493
H 3.079 -2.332 -1.228
H 3.772 -1.020 -2.225
```

Kohn-Sham gap   8.58 eV
HOMO level   -8.702 eV

These are the natural (NBO) partial charges, in e, on atoms 1 to 6: atom 1 (C): -0.61, atom 2 (C): -0.45, atom 3 (C): -0.33, atom 4 (I): 0.13, atom 5 (C): -0.51, atom 6 (C): -0.18

---

No. 5
A molecular structure, C43H37Br2N5O2PtSTe. Source: OMol25; level of theory: wB97M-V/def2-TZVPD.

```
92
C43H37Br2N5O2PtSTe | OMol25 | wB97M-V/def2-TZVPD
Pt 0.395 -1.347 0.159
Br -4.546 -3.838 3.928
C -3.177 -3.061 2.923
C -2.220 -2.262 3.534
C -1.224 -1.717 2.747
N -1.150 -1.932 1.432
C -2.092 -2.688 0.832
C -3.120 -3.270 1.552
C -1.965 -2.783 -0.644
C -2.827 -3.520 -1.435
C -2.684 -3.466 -2.816
Br -3.827 -4.455 -3.911
C -1.691 -2.669 -3.369
C -0.848 -1.983 -2.517
N -0.968 -2.046 -1.185
H -2.248 -2.064 4.595
H -0.462 -1.077 3.171
H -3.875 -3.871 1.069
H -3.599 -4.134 -0.997
H -1.565 -2.591 -4.439
H -0.041 -1.365 -2.893
C -0.085 3.156 2.638
C -1.088 2.701 1.592
C -2.283 2.003 2.220
O -0.405 1.831 0.643
H -0.580 3.765 3.392
H 0.712 3.748 2.189
H 0.358 2.295 3.142
H -1.451 3.594 1.077
H -1.954 1.272 2.960
H -2.871 1.480 1.458
H -2.935 2.715 2.722
C 9.680 0.866 -5.565
C 8.500 -0.053 -5.497
O 8.493 -1.231 -5.261
S 6.936 0.881 -5.894
C 5.694 0.267 -4.780
C 5.743 -0.909 -4.067
C 4.715 -1.223 -3.162
C 3.645 -0.383 -2.973
C 3.563 0.752 -3.752
C 4.581 1.073 -4.657
C 2.625 -0.690 -1.968
C 1.780 -0.933 -1.164
H 10.588 0.303 -5.357
H 9.555 1.677 -4.852
H 9.735 1.310 -6.560
H 6.562 -1.589 -4.213
H 4.747 -2.148 -2.601
H 2.702 1.399 -3.653
H 4.515 1.969 -5.262
C 0.806 2.600 -1.672
Te -1.066 1.687 -1.298
C -1.666 2.774 -3.090
C -0.523 3.639 -3.511
C -0.651 4.534 -4.568
C 0.430 5.292 -4.972
C 1.652 5.160 -4.321
C 1.779 4.279 -3.263
C 0.692 3.517 -2.853
H 1.547 1.801 -1.799
H 1.049 3.133 -0.749
H -2.598 3.324 -2.941
H -1.858 1.968 -3.814
H -1.604 4.638 -5.072
H 0.322 5.992 -5.788
H 2.498 5.757 -4.631
H 2.721 4.194 -2.738
N 5.207 -0.973 5.454
C 6.091 -0.267 6.240
C 6.942 -0.652 7.274
C 7.691 0.349 7.851
C 7.604 1.689 7.420
C 6.764 2.062 6.399
C 5.990 1.061 5.801
N 5.071 1.153 4.778
C 4.631 -0.065 4.604
C 3.632 -0.397 3.596
C 3.150 -1.686 3.380
C 2.208 -1.903 2.397
N 1.727 -0.911 1.637
C 2.193 0.336 1.829
C 3.127 0.625 2.791
H 5.024 -1.958 5.515
H 7.014 -1.678 7.610
H 8.366 0.103 8.659
H 8.214 2.434 7.911
H 6.695 3.086 6.060
H 3.490 -2.532 3.960
H 1.823 -2.894 2.199
H 1.765 1.093 1.196
H 3.474 1.638 2.937
```

Total charge   +2
Kohn-Sham gap   3.53 eV
HOMO level   -11.660 eV

These are the Löwdin partial charges, in e, on atoms 1 to 6: atom 1 (Pt): 1.09, atom 2 (Br): 0.88, atom 3 (C): -0.66, atom 4 (C): -0.06, atom 5 (C): -0.10, atom 6 (N): -0.06

---

No. 6
A molecular structure, C3H3BrO2. Source: OMol25; level of theory: wB97M-V/def2-TZVPD.

```
9
C3H3BrO2 | OMol25 | wB97M-V/def2-TZVPD
C 1.148 0.037 2.217
C 0.126 0.084 1.268
C 0.508 -0.777 -0.397
O 1.901 -0.490 2.892
O 0.965 1.226 1.562
Br -0.432 -2.372 -0.375
H -0.948 0.127 1.358
H 1.613 -0.639 -0.661
H -0.218 -0.097 -0.997
```

Kohn-Sham gap   10.68 eV
HOMO level   -9.966 eV

These are the natural (NBO) partial charges, in e, on atoms 1 to 6: atom 1 (C): 0.75, atom 2 (C): -0.01, atom 3 (C): -0.55, atom 4 (O): -0.49, atom 5 (O): -0.47, atom 6 (Br): 0.08